{"formula": "C19H31ClN2PdS", "method": "the ωB97M-V functional and the def2-TZVPD basis", "species": ["C", "C", "C", "C", "Cl", "H", "H", "H", "H", "H", "H", "H", "H", "H", "C", "C", "C", "H", "C", "C", "H", "H", "H", "H", "C", "C", "C", "H", "C", "C", "H", "H", "H", "H", "Pd", "C", "N", "C", "C", "S", "N", "C", "C", "H", "H", "H", "H", "H", "H", "H", "H", "H", "H", "H", "H"], "coordinates": [[-6.0047, 2.0602, -0.9925], [-6.0267, 1.9733, 0.5116], [-5.1539, 3.1307, -1.6109], [-6.1170, 0.7480, -1.7253], [-2.2422, -0.4557, 0.3199], [-5.6537, 4.0038, -2.0723], [-4.5680, 2.6550, -2.4242], [-4.5018, 3.5441, -0.8131], [-6.9567, 2.2661, 1.0334], [-5.2334, 2.6359, 0.9096], [-5.8432, 0.9158, 0.7921], [-7.0844, 0.4992, -2.2000], [-5.9192, -0.0669, -0.9984], [-5.3701, 0.7458, -2.5429], [1.3594, 1.8064, 1.4051], [0.8258, 2.4318, 0.2392], [-0.5967, 2.3157, 0.2818], [1.3570, 2.9012, -0.5748], [-0.9453, 1.6868, 1.5380], [0.2622, 1.3360, 2.1913], [0.2848, 0.7875, 3.1192], [2.4162, 1.7028, 1.6467], [-1.2888, 2.7065, -0.4423], [-1.9372, 1.4991, 1.9124], [0.0574, -1.6141, -1.8085], [1.2250, -0.7977, -1.9134], [0.7938, 0.5423, -2.2192], [2.2563, -1.1619, -1.7730], [-0.6378, 0.5474, -2.2614], [-1.0972, -0.8054, -2.0412], [-2.1293, -1.1549, -2.0495], [0.0085, -2.6665, -1.5534], [1.4160, 1.4276, -2.3768], [-1.2989, 1.3982, -2.3942], [-0.1171, 0.0973, -0.1618], [2.2914, -3.8128, -0.3593], [3.0882, -2.8908, 0.4184], [4.4954, -3.2014, 0.5375], [2.4899, -2.0624, 1.3031], [0.8107, -2.0225, 1.5999], [3.3277, -1.2715, 2.0613], [4.3029, -0.3965, 1.3956], [2.8534, -0.7920, 3.3580], [2.8744, -4.7076, -0.5599], [2.0124, -3.3908, -1.3206], [1.3935, -4.0769, 0.1989], [5.0928, -2.6215, -0.1618], [4.8336, -3.0333, 1.5519], [4.6274, -4.2435, 0.2836], [4.5421, 0.4208, 2.0833], [5.2248, -0.9423, 1.2080], [3.9273, 0.0342, 0.4589], [2.2696, 0.1339, 3.2634], [2.2263, -1.5707, 3.8056], [3.7177, -0.5984, 4.0083]], "nbo_charge": [0.651, -0.759, -0.760, -0.759, -0.574, 0.332, 0.269, 0.269, 0.329, 0.265, 0.284, 0.330, 0.283, 0.266, -0.249, -0.179, -0.283, 0.250, -0.177, -0.102, 0.249, 0.251, 0.243, 0.267, -0.218, -0.275, -0.227, 0.261, -0.296, -0.170, 0.273, 0.266, 0.258, 0.245, 0.836, -0.414, -0.386, -0.416, 0.357, -0.151, -0.451, -0.419, -0.402, 0.229, 0.197, 0.243, 0.214, 0.231, 0.228, 0.228, 0.222, 0.197, 0.177, 0.239, 0.227], "homo_lumo_gap_ev": [4.598, 5.127], "e_homo_ev": [-13.0380, -13.5667], "spin_multiplicity": 5, "largest_force_ev_per_a": 3.685, "total_charge": 2, "lumo_energy_ev": [-8.440, -8.440]}



{"formula": "C19H31ClN9NaO2P", "method": "the ωB97M-V functional and the def2-TZVPD basis", "species": ["Na", "C", "C", "C", "C", "C", "C", "N", "N", "C", "C", "C", "C", "C", "N", "H", "H", "H", "H", "H", "H", "H", "H", "H", "Cl", "N", "C", "P", "O", "O", "C", "N", "H", "H", "H", "H", "H", "H", "H", "H", "H", "H", "C", "N", "C", "N", "C", "N", "C", "N", "C", "C", "H", "H", "H", "H", "H", "H", "H", "H", "H", "H", "H", "H"], "coordinates": [[1.4228, 0.4058, -0.2339], [3.5943, 3.4827, 4.2796], [2.9883, 4.4821, 3.5234], [2.5933, 4.2291, 2.2233], [2.7976, 2.9610, 1.6830], [3.3864, 1.9535, 2.4365], [3.7956, 2.2228, 3.7349], [2.4118, 2.6085, 0.3573], [2.2313, 3.5703, -0.3995], [1.8079, 3.2259, -1.7219], [1.8971, 4.2342, -2.6668], [1.4988, 3.9545, -3.9643], [1.0126, 2.6915, -4.2567], [0.9469, 1.7532, -3.2345], [1.3403, 2.0096, -1.9897], [3.9122, 3.6928, 5.2924], [2.8293, 5.4628, 3.9513], [2.1236, 4.9953, 1.6228], [3.5341, 0.9767, 1.9902], [4.2859, 1.4509, 4.3143], [2.2763, 5.2022, -2.3723], [1.5632, 4.7128, -4.7329], [0.6848, 2.4339, -5.2538], [0.5582, 0.7556, -3.4094], [2.8225, -1.4223, 1.0276], [1.4722, -1.9006, 3.5697], [0.4695, -0.8118, 3.7425], [-0.6056, -0.9177, 2.2474], [-0.5934, -2.3800, 1.8863], [-0.2408, 0.1963, 1.3293], [-2.4072, -0.6730, 2.6542], [-3.1106, -1.7380, 1.8698], [2.0600, -1.7007, 2.6681], [0.9854, -2.7728, 3.3441], [2.0712, -2.0164, 4.3825], [0.9918, 0.1432, 3.7495], [-0.0644, -0.9544, 4.6813], [-2.7496, 0.3105, 2.3461], [-2.6424, -0.8355, 3.7057], [-3.1347, -1.6050, 0.8111], [-4.0586, -1.9073, 2.1977], [-2.5157, -2.5783, 1.9742], [-1.8727, -1.2104, -3.5436], [-0.9274, -1.2611, -2.4209], [-1.6655, -1.0092, -1.1971], [-2.7571, -1.9819, -0.9645], [-3.6613, -1.9152, -2.1399], [-2.9538, -2.1857, -3.3848], [-2.3546, -3.5203, -3.3011], [-1.4225, -3.6261, -2.1772], [-0.3700, -2.6244, -2.3438], [-2.1390, -3.3368, -0.9464], [-1.3406, -1.4197, -4.4726], [-2.3015, -0.2071, -3.5999], [-2.0940, -0.0037, -1.2286], [-0.9774, -1.0656, -0.3604], [-4.1030, -0.9178, -2.1834], [-4.4576, -2.6509, -2.0157], [-1.8210, -3.7292, -4.2289], [-3.1457, -4.2621, -3.1791], [0.1831, -2.8341, -3.2601], [0.3143, -2.6829, -1.4946], [-1.4404, -3.3871, -0.1083], [-2.9348, -4.0728, -0.8098]], "nbo_charge": [0.899, -0.188, -0.205, -0.221, 0.141, -0.233, -0.212, -0.183, -0.162, 0.280, -0.216, -0.148, -0.242, 0.049, -0.495, 0.222, 0.224, 0.236, 0.252, 0.217, 0.243, 0.233, 0.232, 0.213, -0.786, -0.731, -0.610, 2.155, -1.185, -1.163, -0.604, -0.728, 0.443, 0.449, 0.422, 0.260, 0.231, 0.250, 0.232, 0.478, 0.423, 0.467, -0.081, -0.481, -0.102, -0.525, -0.073, -0.456, -0.081, -0.453, -0.085, -0.098, 0.206, 0.199, 0.200, 0.224, 0.201, 0.203, 0.208, 0.203, 0.207, 0.215, 0.230, 0.198], "homo_lumo_gap_ev": 8.278, "e_homo_ev": -11.2117, "spin_multiplicity": 1, "largest_force_ev_per_a": 0.238, "total_charge": 1, "lumo_energy_ev": -2.934}



{"formula": "C19H31IrN4O6PS3", "method": "the ωB97M-V functional and the def2-TZVPD basis", "species": ["Ir", "N", "N", "C", "O", "O", "H", "H", "H", "S", "C", "N", "C", "C", "C", "C", "C", "C", "H", "H", "H", "H", "H", "S", "C", "N", "C", "C", "S", "H", "H", "H", "H", "H", "C", "C", "C", "C", "O", "P", "O", "O", "O", "C", "C", "C", "C", "H", "H", "H", "H", "H", "H", "H", "H", "H", "H", "H", "H", "H", "H", "H", "H", "H", "H"], "coordinates": [[1.2274, -0.6741, 1.2203], [2.5771, 0.8650, 1.6359], [3.8694, 0.3260, 1.6018], [4.0522, -0.9861, 1.1878], [5.1496, -1.4634, 1.0788], [2.9228, -1.6366, 0.9589], [2.3690, 1.5010, 0.8628], [2.4216, 1.3405, 2.5200], [4.6735, 0.9198, 1.7182], [1.2652, -2.7292, 5.2081], [1.9110, -2.0553, 3.7920], [1.1299, -1.2320, 3.1491], [-0.1132, -1.0927, 3.7875], [-1.1755, -0.2865, 3.3704], [-2.3303, -0.3066, 4.1202], [-2.4335, -1.0956, 5.2756], [-1.3812, -1.8723, 5.7059], [-0.2131, -1.8609, 4.9436], [2.9094, -2.2944, 3.4518], [-1.0999, 0.3376, 2.4861], [-3.1714, 0.2991, 3.8114], [-3.3554, -1.0917, 5.8408], [-1.4557, -2.4715, 6.6029], [-0.4280, -2.2717, 0.7871], [0.2893, -3.2042, -0.4968], [0.8487, -4.3604, -0.2502], [1.5597, -5.0076, -1.3551], [0.9325, -4.4306, -2.6176], [0.2656, -2.7890, -2.1577], [0.9334, -4.6802, 0.7043], [1.4414, -6.0867, -1.2903], [2.6210, -4.7625, -1.2851], [0.0953, -5.0285, -2.9738], [1.6520, -4.3116, -3.4226], [-3.9440, 2.1203, 0.4177], [-2.8804, 2.3314, -0.6442], [-3.4037, 1.9562, -2.0215], [-2.3466, 3.7542, -0.6042], [-1.8011, 1.4189, -0.2473], [-0.5998, 0.8419, -1.0831], [-0.8829, -0.4115, -1.7973], [0.5252, 0.7497, 0.0270], [-0.1712, 2.0283, -2.0338], [0.8393, 1.9583, -3.0931], [1.3955, 3.3680, -3.1867], [1.9477, 0.9685, -2.7597], [0.1219, 1.5604, -4.3734], [-4.7728, 2.8103, 0.2596], [-3.5242, 2.2991, 1.4091], [-4.3254, 1.0993, 0.3751], [-4.2764, 2.5659, -2.2573], [-3.6917, 0.9049, -2.0450], [-2.6474, 2.1265, -2.7873], [-3.1412, 4.4598, -0.8479], [-1.5359, 3.8766, -1.3196], [-1.9639, 3.9821, 0.3922], [1.8965, 3.6423, -2.2569], [0.5884, 4.0788, -3.3648], [2.1104, 3.4352, -4.0069], [2.4410, 1.2377, -1.8240], [2.6894, 0.9863, -3.5579], [1.5565, -0.0456, -2.6723], [-0.6132, 2.3183, -4.6467], [-0.3893, 0.6075, -4.2330], [0.8395, 1.4635, -5.1890]], "nbo_charge": [1.163, -0.583, -0.522, 0.852, -0.600, -0.679, 0.414, 0.399, 0.415, 0.517, -0.090, -0.449, 0.173, -0.252, -0.168, -0.186, -0.197, -0.242, 0.263, 0.244, 0.233, 0.235, 0.239, -0.117, 0.014, -0.522, -0.233, -0.558, 0.497, 0.434, 0.232, 0.224, 0.234, 0.252, -0.619, 0.292, -0.648, -0.638, -0.860, 2.625, -1.145, -1.135, -0.860, 0.287, -0.620, -0.650, -0.638, 0.222, 0.208, 0.219, 0.224, 0.229, 0.223, 0.222, 0.230, 0.212, 0.209, 0.222, 0.221, 0.201, 0.230, 0.229, 0.218, 0.235, 0.218], "homo_lumo_gap_ev": 7.782, "e_homo_ev": -11.1630, "spin_multiplicity": 1, "largest_force_ev_per_a": 2.512, "total_charge": 1, "lumo_energy_ev": -3.381}



{"formula": "C19H31NO7", "method": "the ωB97M-V functional and the def2-TZVPD basis", "species": ["H", "N", "C", "C", "C", "O", "C", "O", "C", "C", "C", "C", "C", "C", "C", "C", "C", "O", "O", "H", "H", "H", "H", "H", "H", "H", "H", "H", "H", "H", "H", "C", "C", "O", "H", "H", "H", "H", "H", "H", "C", "C", "O", "H", "H", "H", "H", "H", "H", "C", "C", "O", "H", "H", "H", "H", "H", "H"], "coordinates": [[-2.9490, 3.0689, -1.6717], [-2.0734, 2.7414, -1.2660], [-1.1638, 2.7203, -2.1444], [0.2385, 2.3087, -1.8113], [0.6013, 0.7924, -1.8986], [1.8724, 0.6441, -2.4773], [2.0026, 0.3340, -3.8125], [2.4628, -0.7184, -4.1357], [1.7216, 1.4135, -4.8077], [2.8272, 1.9223, -5.4849], [2.6611, 2.9023, -6.4476], [1.3926, 3.3726, -6.7597], [0.2897, 2.8639, -6.0881], [0.4540, 1.8962, -5.1102], [-0.4391, -0.2025, -2.3826], [-1.3569, -0.3660, -1.1605], [-0.4372, 0.0187, -0.0264], [-0.6735, 0.0818, 1.1427], [0.7926, 0.3310, -0.5401], [-1.3534, 3.0395, -3.1728], [0.9295, 2.8324, -2.4720], [0.4687, 2.6238, -0.7939], [3.8206, 1.5568, -5.2622], [3.5257, 3.3033, -6.9589], [1.2515, 4.1271, -7.5217], [-0.7083, 3.2066, -6.3273], [-0.4240, 1.5189, -4.6044], [0.1162, -1.1459, -2.4278], [-0.8531, -0.1070, -3.3833], [-1.6654, -1.4061, -1.0868], [-2.2396, 0.2638, -1.1851], [-0.9615, -1.4324, 4.4386], [-0.9859, -2.8320, 3.8602], [-2.2260, -3.1121, 3.2136], [-1.7784, -1.3028, 5.1499], [-0.0170, -1.2276, 4.9450], [-1.0938, -0.6955, 3.6440], [-0.8759, -3.5835, 4.6413], [-0.1631, -2.9611, 3.1486], [-2.3354, -2.4606, 2.5133], [-4.1178, -2.5427, 6.8832], [-5.1196, -1.5584, 7.4552], [-5.3701, -1.7785, 8.8410], [-4.4669, -3.5658, 7.0245], [-3.9618, -2.3702, 5.8172], [-3.1531, -2.4505, 7.3893], [-6.0840, -1.6621, 6.9602], [-4.7720, -0.5306, 7.3024], [-4.5371, -1.6795, 9.3113], [4.3642, -1.7792, -0.2727], [4.9359, -0.5179, 0.3480], [4.7035, 0.6278, -0.4633], [4.7931, -1.9432, -1.2616], [4.5712, -2.6515, 0.3495], [3.2817, -1.6906, -0.3916], [6.0174, -0.5961, 0.4530], [4.5105, -0.3607, 1.3454], [3.7497, 0.7190, -0.5669]], "nbo_charge": [0.342, -0.599, 0.133, -0.552, 0.570, -0.541, 0.785, -0.495, -0.094, -0.186, -0.203, -0.200, -0.197, -0.240, -0.484, -0.525, 0.800, -0.543, -0.510, 0.156, 0.246, 0.262, 0.230, 0.223, 0.221, 0.217, 0.207, 0.241, 0.232, 0.247, 0.258, -0.640, -0.059, -0.725, 0.204, 0.211, 0.220, 0.173, 0.155, 0.462, -0.639, -0.061, -0.719, 0.213, 0.223, 0.195, 0.176, 0.153, 0.459, -0.635, -0.058, -0.724, 0.213, 0.208, 0.203, 0.172, 0.154, 0.468], "homo_lumo_gap_ev": 10.270, "e_homo_ev": -9.9732, "spin_multiplicity": 1, "smiles": "[H]/N=C/C[C@]1(OC(=O)c2ccccc2)CCC(=O)O1.CCO.CCO.CCO", "largest_force_ev_per_a": 1.088, "total_charge": 0, "lumo_energy_ev": 0.297}